Density functional theory data (ωB97M-V with the def2-TZVPD basis set) for a molecular structure, C12H23ClF2N2O8S2Ti.

XYZ file:
```
51
C12H23ClF2N2O8S2Ti ωB97M-V with the def2-TZVPD basis set
Ti -0.112 -0.192 0.775
Cl -1.095 -1.180 3.166
N 1.691 -0.563 -0.650
S 2.943 -1.428 -0.418
O 4.140 -0.860 -1.046
O 2.799 -2.891 -0.351
F 3.064 -1.097 1.206
S 1.196 -1.619 -1.937
O 0.270 -2.679 -1.459
O 2.159 -1.890 -3.022
F 0.065 -0.719 -2.640
O 1.664 -5.848 2.555
C 1.753 -4.666 2.179
O 2.804 -3.854 2.435
C 3.928 -4.388 3.005
C 4.912 -4.045 1.829
C 0.575 -3.888 1.583
H 4.040 -5.419 3.341
H 4.193 -3.754 3.851
H 5.953 -4.352 1.932
H 4.772 -3.000 1.555
H 4.637 -4.615 0.942
H -0.393 -4.045 2.058
H 0.553 -4.116 0.517
H 0.811 -2.835 1.735
O -2.185 -0.070 -0.208
C -3.222 -0.315 -0.810
O -3.560 0.379 -1.988
C -2.821 1.509 -2.353
C -3.083 2.704 -1.450
C -4.206 -1.359 -0.211
H -2.914 1.511 -3.439
H -1.762 1.252 -2.360
H -2.626 3.588 -1.894
H -2.632 2.651 -0.460
H -4.164 2.846 -1.448
H -5.145 -0.819 -0.094
H -3.828 -1.761 0.729
H -4.151 -2.103 -1.006
C -1.406 6.090 -1.639
C -1.524 5.802 -0.154
C -0.327 4.930 0.357
C -0.058 3.596 -0.123
N 0.153 2.409 -0.365
H -0.682 6.842 -1.953
H -2.298 6.500 -2.113
H -1.128 5.133 -2.081
H -2.514 5.460 0.149
H -1.529 6.810 0.261
H -0.261 4.860 1.442
H 0.554 5.500 0.062
```

Summary:
highest occupied orbital energy (alpha / beta) = -5.93 / -9.89 eV
net charge = 0
energy = -94912.65458 eV
2S+1 = 5
gap between HOMO and LUMO (alpha / beta) = 0.21272 / 0.15888 Ha
⟨S²⟩ = 6.004